Record 1
Computed, not measured: a single C4H8O molecule in a non-equilibrium geometry, with ωB97M-V/def2-TZVPD.

Output
HOMO (eV): -10.1
Spin multiplicity: 1
SMILES string: CC1(C)CO1
Frontier orbital gap (eV): 11.03
Net charge: 0

Atoms and positions in Å:
C  -0.719157  1.383323  0.130102
C  -0.153708  0.037683  0.007804
C  -1.193847  -1.117301  -0.078203
C  1.141138  -0.350763  0.602463
O  1.136099  0.038239  -0.787058
H  -1.548722  1.454212  0.831327
H  -0.994582  1.760245  -0.960237
H  0.068808  2.110887  0.507747
H  -2.125921  -0.877705  -0.720056
H  -0.698342  -2.139833  -0.355116
H  -1.462788  -1.370443  1.084116
H  1.560706  -1.408366  0.786662
H  1.665492  0.447436  1.149020

Cartesian forces (eV/Å) of the 2 atoms listed first:
C 0.743 2.709 -1.352
C 1.103 -2.509 -0.256

Record 2
Computed, not measured: a molecular structure, C4H8O, with ωB97M-V/def2-TZVPD.

Output
HOMO (eV): -9.6
Spin multiplicity: 1
Frontier orbital gap (eV): 10.85
Net charge: 0

Atoms and positions in Å:
C  -1.213805  -1.205359  -0.240400
C  0.083507  -0.443880  -0.401847
C  0.103730  1.085701  -0.264624
C  1.196202  0.799737  0.763950
O  0.820566  -0.574397  0.856012
H  -1.168891  -2.206203  -0.678257
H  -1.282510  -1.296065  0.844338
H  -2.105885  -0.682852  -0.600728
H  0.695325  -0.777994  -1.258428
H  0.412503  1.687713  -1.122057
H  -0.833563  1.467214  0.153213
H  1.191454  1.342162  1.715144
H  2.186086  0.860969  0.299347

Cartesian forces (eV/Å) of the 2 atoms listed first:
C -0.034 -0.058 0.071
C -0.103 -0.167 0.027

Record 3
Computed, not measured: 2 unconnected molecules or ions with the total composition C4H8O, with ωB97M-V/def2-TZVPD.

Output
HOMO (eV): -10.1
Spin multiplicity: 1
SMILES string: C=C1CC1.O
Frontier orbital gap (eV): 11.09
Net charge: 0

Atoms and positions in Å:
C  0.032778  0.485018  1.452831
C  0.491692  0.348267  0.221209
C  1.480343  -0.239478  -0.687714
C  0.418909  0.741013  -1.188917
H  0.476884  -0.050423  2.287525
H  -0.794206  1.156720  1.672522
H  2.508519  0.104639  -0.605549
H  1.375488  -1.281057  -0.984062
H  0.722395  1.750284  -1.458315
H  -0.382217  0.326939  -1.796378
O  -2.162153  -1.449994  0.157573
H  -2.825997  -0.807947  0.422821
H  -1.342435  -1.083981  0.506453

Cartesian forces (eV/Å) of the 2 atoms listed first:
C 0.117 0.054 -0.114
C 0.002 0.052 0.154

Record 4
Computed, not measured: 2 unconnected molecules or ions with the total composition C4H8O2 in a non-equilibrium geometry, with ωB97M-V/def2-TZVPD.

Output
HOMO (alpha / beta) (eV): 0.7 / -2.5
Spin multiplicity: 2
Expectation value of S²: 0.762
Frontier orbital gap (alpha / beta) (eV): 2.38 / 5.54
Net charge: -1

Atoms and positions in Å:
C  2.495760  0.261897  0.258640
C  1.166917  -0.016881  0.109121
O  0.757550  -1.173760  -0.567889
C  0.367910  1.187275  -0.010400
C  -0.943004  1.457641  -0.255249
H  3.226856  -0.595916  0.026267
H  2.908614  1.237721  0.280487
H  -0.112488  -1.378767  -0.064220
H  0.871995  2.210488  0.136427
H  -1.591848  0.625977  -0.603471
H  -1.390003  2.396513  -0.423265
H  -2.381985  -2.109816  1.088084
H  -3.153371  -2.137550  -0.126246
O  -2.222908  -1.964827  0.151711

Cartesian forces (eV/Å) of the 2 atoms listed first:
C 3.026 -3.429 -0.238
C -0.958 3.379 -1.531

Record 5
Computed, not measured: 2 unconnected molecules or ions with the total composition C4H8O2 in a non-equilibrium geometry, with ωB97M-V/def2-TZVPD.

Output
HOMO (eV): -8.7
Spin multiplicity: 1
SMILES string: C=C/C=C/O.O
Frontier orbital gap (eV): 9.33
Net charge: 0

Atoms and positions in Å:
C  2.965865  0.419348  0.916607
C  1.838806  -0.274964  0.767985
C  0.578159  0.121484  0.129728
C  -0.290176  -0.603417  -0.611643
O  -1.293193  -0.154513  -1.461500
H  3.908841  0.095926  1.315998
H  2.931130  1.487726  0.767506
H  1.713018  -1.272704  1.165323
H  0.458202  1.182790  -0.272960
H  -0.395497  -1.682574  -0.581552
H  -1.527407  -0.864152  -2.011331
O  -3.734676  0.420556  0.338020
H  -2.870327  0.162909  -0.127300
H  -4.282739  0.961586  -0.334877

Cartesian forces (eV/Å) of the 2 atoms listed first:
C -0.902 0.875 0.144
C -0.852 -1.043 0.433

Record 6
Computed, not measured: a single C4H8O2 molecule in a non-equilibrium geometry, with ωB97M-V/def2-TZVPD.

Output
HOMO (eV): -9.8
Spin multiplicity: 1
SMILES string: C[C@H](C=O)CO
Frontier orbital gap (eV): 10.53
Net charge: 0

Atoms and positions in Å:
C  -1.378087  -1.074578  0.331499
C  -0.174908  0.032525  0.202941
C  -0.857268  1.088015  -0.642720
O  -2.060690  1.117166  -0.748974
C  1.389647  -0.063527  -0.182041
O  2.136249  0.815271  0.676955
H  -2.322138  -0.616496  0.707200
H  -1.134994  -1.851220  1.052641
H  -1.705955  -1.520940  -0.620534
H  -0.102663  0.392405  1.234753
H  -0.252383  1.812239  -1.223786
H  1.792682  -1.078131  -0.085680
H  1.584207  0.271458  -1.219267
H  3.086307  0.675818  0.517014

Cartesian forces (eV/Å) of the 2 atoms listed first:
C 0.816 -0.060 0.007
C -0.513 -0.113 0.215

Record 7
Computed, not measured: a single C4H8O2 molecule in a non-equilibrium geometry, with ωB97M-V/def2-TZVPD.

Output
HOMO (eV): -7.2
Spin multiplicity: 1
Frontier orbital gap (eV): 8.06
Net charge: 0

Atoms and positions in Å:
C  0.228608  -0.237285  1.130314
C  -0.986674  -0.900963  0.537556
O  -1.672999  0.180260  -0.080727
C  -0.718728  0.968167  -0.698937
O  0.533757  0.758861  0.044983
C  1.621317  -0.229574  -0.713833
H  0.027815  0.386285  1.993113
H  1.037625  -0.950695  1.338135
H  -0.700217  -1.663933  -0.199313
H  -1.636213  -1.316697  1.304119
H  -1.046527  2.014621  -0.649674
H  -0.527237  0.681881  -1.741555
H  2.504771  0.387214  -0.506960
H  1.334703  -0.078144  -1.757221

Cartesian forces (eV/Å) of the 2 atoms listed first:
C -0.605 0.559 0.257
C -0.082 -0.186 0.235

Record 8
Computed, not measured: a molecular structure, C4H8O2 in a non-equilibrium geometry, with ωB97M-V/def2-TZVPD.

Output
HOMO (eV): -9.3
Spin multiplicity: 1
Frontier orbital gap (eV): 10.13
Net charge: 0

Atoms and positions in Å:
O  2.237272  0.905016  0.465135
C  1.326848  -0.133952  0.182084
C  -0.128455  0.266344  0.396876
C  -1.237115  0.712159  -0.750984
O  -2.146388  -0.191430  -0.138348
C  -1.072428  -0.915841  0.443592
H  3.112725  0.611436  0.180763
H  1.562811  -1.027128  0.799516
H  1.400891  -0.473060  -0.862459
H  -0.387921  1.221674  0.785318
H  -1.734418  1.709460  -0.799687
H  -0.883997  0.430509  -1.742176
H  -1.348486  -1.467226  1.344317
H  -0.701345  -1.647964  -0.303947

Cartesian forces (eV/Å) of the 2 atoms listed first:
O 0.146 0.127 -0.152
C -0.535 -0.133 -0.359

Record 9
Computed, not measured: a single C4H8O2 molecule, with ωB97M-V/def2-TZVPD.

Output
HOMO (eV): -9.8
Spin multiplicity: 1
SMILES string: CC1OCCO1
Frontier orbital gap (eV): 10.82
Net charge: 0

Atoms and positions in Å:
C  0.293984  -1.513292  0.920375
C  0.929283  -0.301457  0.261712
O  0.635365  -0.243869  -1.113229
C  -0.537164  0.531657  -1.254769
C  -0.539918  1.440889  -0.011438
O  0.428435  0.878981  0.854478
H  0.543474  -1.508783  1.987112
H  0.670667  -2.427689  0.448626
H  -0.800377  -1.462883  0.810669
H  2.025283  -0.304455  0.361171
H  -0.452588  1.081340  -2.194887
H  -1.437664  -0.097979  -1.301061
H  -1.523966  1.460782  0.474469
H  -0.234813  2.466757  -0.243227

Cartesian forces (eV/Å) of the 2 atoms listed first:
C 0.011 -0.017 -0.015
C 0.133 -0.365 0.238

Record 10
Computed, not measured: a molecular structure, C4H8O2, with ωB97M-V/def2-TZVPD.

Output
HOMO (eV): -9.0
Spin multiplicity: 1
Frontier orbital gap (eV): 9.98
Net charge: 0

Atoms and positions in Å:
C  -0.711096  0.630763  -0.485249
C  -0.856376  0.102763  0.940154
C  0.461381  -0.628177  1.292138
O  1.465981  0.068464  0.550669
C  1.169297  0.040537  -0.758942
O  0.956399  -1.086377  -1.402453
H  -1.575317  0.389719  -1.124977
H  -0.552970  1.707926  -0.558559
H  -0.076108  -0.350339  -1.255790
H  -1.700872  -0.586213  1.035792
H  -1.018945  0.920526  1.648556
H  0.739403  -0.549282  2.343570
H  0.443539  -1.677397  0.986042
H  1.666985  0.878228  -1.266578

Cartesian forces (eV/Å) of the 2 atoms listed first:
C -0.134 0.183 0.062
C -0.025 -0.012 0.068

Record 11
Computed, not measured: 2 unconnected molecules or ions with the total composition C4H8O2 in a non-equilibrium geometry, with ωB97M-V/def2-TZVPD.

Output
HOMO (eV): -9.6
Spin multiplicity: 1
SMILES string: C=CC.O=CO
Frontier orbital gap (eV): 10.17
Net charge: 0

Atoms and positions in Å:
C  -1.988857  1.742538  1.553107
C  -2.601950  0.578289  1.310718
C  -3.797821  0.202204  2.096994
H  -1.192130  1.923808  0.824297
H  -2.207726  2.552627  2.224162
H  -2.239835  -0.054589  0.517709
H  -4.044295  0.772819  2.993184
H  -4.796205  0.201267  1.611508
H  -3.798938  -0.851820  2.361467
O  3.536640  -0.512987  -0.778595
C  2.744968  -0.398060  -1.673320
O  2.436603  -1.447917  -2.497878
H  2.391456  0.608816  -1.929486
H  1.927779  -2.114102  -2.022444

Cartesian forces (eV/Å) of the 2 atoms listed first:
C 1.008 -0.881 -2.186
C -0.658 1.893 1.294

Record 12
Computed, not measured: a single C4H8O2 molecule, with ωB97M-V/def2-TZVPD.

Output
HOMO (eV): -9.4
Spin multiplicity: 1
SMILES string: C1COCCO1
Frontier orbital gap (eV): 10.46
Net charge: 0

Atoms and positions in Å:
C  1.107541  -0.300495  -0.790811
C  0.015854  0.695912  -1.206415
O  -0.732236  1.199552  -0.116687
C  -1.172656  0.179774  0.758593
C  0.025937  -0.583438  1.281017
O  0.685659  -1.216024  0.201611
H  1.381030  -0.914232  -1.655630
H  2.008780  0.235586  -0.454035
H  0.484594  1.571879  -1.667191
H  -0.656334  0.238872  -1.949694
H  -1.717373  0.673699  1.569038
H  -1.853347  -0.522228  0.247694
H  0.696764  0.116120  1.808060
H  -0.274212  -1.374976  1.974451

Cartesian forces (eV/Å) of the 2 atoms listed first:
C 0.084 0.154 -0.130
C 0.087 -0.091 -0.186

no.,electronic energy (eV)
1,-6323.055
2,-6323.905
3,-6323.218
4,-8369.319
5,-8370.442
6,-8371.164
7,-8367.446
8,-8369.851
9,-8372.013
10,-8368.982
11,-8371.095
12,-8371.711